Entry 1:
A cluster of 2 separate species, C3H6N2O2 in total at a distorted geometry, computed with ωB97M-V/def2-TZVPD.

The geometry in XYZ format:
```
13
Properties=species:S:1:pos:R:3:forces:R:3:lowdin_charge:R:1
C 0.727409 -0.186735 -0.295496 -0.2 -1.6 1.8 -0.221
C -3.241182 -0.404265 -0.179858 -0.8 0.0 -0.3 -0.498
C -1.197690 1.192970 -0.199020 -0.8 1.1 1.5 -0.125
N 1.509266 -1.222379 0.293632 -0.6 0.6 0.3 0.025
N -0.306832 0.321553 0.379691 0.9 0.0 -0.7 -0.076
O -4.149959 0.108724 0.326428 0.0 0.5 0.5 0.180
O -2.498672 -1.074033 -0.751396 0.6 -1.3 -0.5 0.161
H 0.735567 -0.188343 -1.349114 0.0 0.7 -1.0 0.108
H -1.871831 1.874270 0.424378 1.5 -1.1 -0.9 0.080
H -0.793219 1.457047 -1.168914 -0.7 0.5 0.0 0.055
H 1.879629 -1.845016 -0.416540 -0.2 -0.2 0.5 0.072
H 1.040173 -1.672500 1.096856 0.7 0.0 -0.9 0.084
H -0.398013 -0.080917 1.316024 -0.3 0.7 -0.3 0.157
```
Forces are in eV/Å.

Computed properties:
LUMO energy (spin up / spin down) = 0.697 / 0.623 eV
net charge = 0
strongest force on any atom = 2.393 eV/Å
highest occupied orbital energy (spin up / spin down) = -6.2 / -6.5 eV
frontier orbital gap (spin up / spin down) = 0.25239 / 0.26002 Eh
energy relative to the best compared isomer or geometry (same formula, charge and spin) = 367.7 kJ/mol
electronic energy = -10280.986 eV
multiplicity = 1



Entry 2:
An isolated molecule of C3H6N2O2S at a distorted geometry, computed with ωB97M-V/def2-TZVPD.

The geometry in XYZ format:
```
14
Properties=species:S:1:pos:R:3:forces:R:3:lowdin_charge:R:1
C -0.074395 -0.787099 -0.904162 -2.1 -1.9 -1.1 -0.455
C -1.444411 -0.120101 -0.508655 0.8 -3.0 0.0 -0.138
C 1.512300 0.801008 0.063260 0.1 0.3 0.3 -0.588
N -1.920925 -0.180050 0.831505 -0.7 -0.7 0.8 -0.001
N 1.159388 -0.375830 -0.644575 -2.0 2.1 0.5 -0.019
O -0.236920 -1.774219 -1.621711 0.4 0.1 0.3 0.027
O -0.977882 0.289964 1.681536 0.7 -0.2 1.8 -0.163
S 1.801962 0.335458 1.793393 0.8 0.6 0.2 0.662
H -1.401765 0.835557 -0.864900 -0.3 3.0 -1.0 0.083
H -2.122014 -0.773807 -1.120988 0.4 1.0 0.7 0.139
H 2.368253 1.235217 -0.512621 -0.5 0.1 1.2 0.104
H 0.660493 1.522303 0.125340 0.8 -0.5 -0.4 0.079
H 1.829413 -0.989135 -0.958705 1.9 -1.4 -0.8 0.116
H -1.153495 -0.019266 2.641282 -0.2 0.6 -2.4 0.153
```
Forces are in eV/Å.

Computed properties:
LUMO energy (spin up / spin down) = 0.595 / -2.081 eV
net charge = 0
strongest force on any atom = 3.153 eV/Å
highest occupied orbital energy (spin up / spin down) = -8.9 / -9.1 eV
frontier orbital gap (spin up / spin down) = 0.34740 / 0.25760 Eh
energy relative to the best compared isomer or geometry (same formula, charge and spin) = 50.6 kJ/mol
electronic energy = -21114.112 eV
multiplicity = 3
⟨S²⟩ = 2.01



Entry 3:
The ion C3H6N2O2S with charge +2 at a distorted geometry, computed with ωB97M-V/def2-TZVPD.

The geometry in XYZ format:
```
14
Properties=species:S:1:pos:R:3:forces:R:3:lowdin_charge:R:1
C -2.547192 0.010588 0.286098 0.5 -1.8 1.2 -0.494
C 2.077050 -1.199206 0.712112 4.6 -0.5 2.9 0.074
C -1.063724 1.475537 -0.686416 0.9 0.7 -2.5 0.016
N 1.260671 -0.959585 -0.341144 -4.4 0.5 -4.4 -0.102
N -1.305357 0.146328 -0.137370 0.3 0.4 -1.4 -0.084
O 1.331358 -1.002161 -1.488107 0.4 -0.1 1.8 0.379
O -0.060648 -0.495349 0.357748 -1.7 0.1 1.8 0.037
S -3.974040 -0.085759 0.829358 1.9 0.1 -0.9 1.199
H 2.871208 -2.127244 0.540866 -2.3 2.1 0.3 0.253
H 1.613538 -1.040902 1.729786 0.0 -0.9 -1.3 0.170
H 2.730759 -0.266174 0.683100 -0.1 -0.7 -0.1 0.195
H -0.333205 1.916229 -0.081668 0.9 0.9 1.2 0.092
H -1.960693 2.080546 -0.662844 -0.3 -0.1 0.1 0.119
H -0.639729 1.547157 -1.741519 -0.8 -0.8 1.1 0.147
```
Forces are in eV/Å.

Computed properties:
LUMO energy = -11.407 eV
net charge = +2
strongest force on any atom = 6.176 eV/Å
highest occupied orbital energy = -19.3 eV
frontier orbital gap = 0.28968 Eh
energy relative to the best compared isomer or geometry (same formula, charge and spin) = 87.8 kJ/mol
electronic energy = -21090.841 eV
multiplicity = 1



Entry 4:
An isolated molecule of C3H6N2O3 at a distorted geometry, computed with ωB97M-V/def2-TZVPD.

The geometry in XYZ format:
```
14
Properties=species:S:1:pos:R:3:forces:R:3:lowdin_charge:R:1
C -2.798472 -0.476451 0.143523 -0.4 0.7 -0.2 -0.033
O -1.334805 -0.545734 -0.083088 -0.5 -0.2 0.4 -0.070
C -0.573763 0.586122 -0.180034 0.5 -4.4 1.5 -0.533
O -0.887284 1.710366 -0.227247 -0.3 1.6 -0.4 0.182
O 0.716594 0.033098 -0.042746 -2.0 3.1 -0.7 -0.031
C 1.765779 0.998506 0.136489 -0.8 -2.0 0.5 -0.162
N 2.907738 0.472254 0.247431 0.8 -0.6 -2.2 -0.004
N 2.841590 -0.874538 -0.171468 -1.8 0.0 1.3 -0.034
H -3.152344 -0.172786 -0.943962 -0.2 -0.5 2.8 0.127
H -3.324316 -1.481702 0.586292 2.1 2.1 -1.6 0.132
H -2.939226 0.275551 1.008130 -0.2 -0.7 -1.9 0.105
H 1.365108 1.978274 0.184327 0.5 0.9 0.5 0.115
H 3.642988 -1.403155 -0.575159 -1.2 1.3 1.0 0.100
H 1.770411 -1.099805 -0.082491 3.6 -1.1 -1.0 0.107
```
Forces are in eV/Å.

Computed properties:
LUMO energy = 0.670 eV
net charge = 0
strongest force on any atom = 4.699 eV/Å
SMILES = COC(=O)O/C=N\N
highest occupied orbital energy = -8.5 eV
frontier orbital gap = 0.33683 Eh
energy relative to the best compared isomer or geometry (same formula, charge and spin) = 442.2 kJ/mol
electronic energy = -12327.644 eV
multiplicity = 1



> Which of these has the highest strongest force on any atom?

number 3



> What is the formula in the first record?

C3H6N2O2